1.
C20H35NPbSi2 | ωB97M-V with the def2-TZVPD basis set

Last column: natural (NBO) charge in e.
Cartesian coordinates (Å):
H -2.26 -1.38 -2.64  0.205
C -2.28 -3.61 0.10  -1.174
H 5.06 0.01 2.63  0.223
C 3.21 -0.93 2.02  -0.255
H -2.88 0.57 -1.61  0.207
Si -2.05 -2.49 1.57  1.480
H -2.20 -2.99 4.10  0.251
H 0.92 -1.94 -3.12  0.181
H 2.60 -0.38 -3.04  0.199
H -0.99 -0.64 -3.65  0.196
C 1.59 -0.12 4.69  -1.119
H -2.39 -3.10 -0.86  0.249
H 2.27 0.05 -1.33  0.210
C -1.10 1.74 -1.68  -0.201
C -2.32 -3.49 3.13  -1.172
Si 0.31 -1.25 3.83  1.667
C 0.61 -2.98 4.49  -1.127
H 0.46 0.81 -3.68  0.205
H -1.61 2.54 -1.12  0.213
C -3.37 -1.09 1.48  -1.157
H -1.50 -4.39 0.00  0.254
C -1.31 -0.28 4.19  -1.121
H -2.26 -0.85 4.08  0.228
C 1.87 -0.65 1.61  0.133
C -0.44 -1.25 -1.64  -0.538
H 4.30 2.30 1.84  0.221
H -1.73 -4.42 3.15  0.247
N 1.67 0.50 0.88  -0.536
H 1.63 0.87 4.18  0.235
H 0.75 -2.95 5.58  0.233
H -0.81 -2.21 -1.26  0.201
Pb -0.75 -0.10 0.59  0.935
C -2.02 0.71 -2.29  -0.456
H 1.87 1.75 -3.15  0.215
H -4.29 -1.64 1.71  0.227
C 1.81 -0.17 -2.30  -0.386
C 4.07 0.14 2.16  -0.170
H 2.59 -0.58 4.66  0.234
C 0.25 1.83 -1.82  -0.179
H 1.28 0.03 5.74  0.230
C 0.66 -1.33 1.96  -0.903
H 2.09 2.53 0.65  0.203
H 1.56 -3.33 4.03  0.242
H -0.16 -3.72 4.25  0.237
H 0.80 2.61 -1.29  0.197
H -3.46 -0.62 0.49  0.245
H -3.38 -3.77 3.01  0.233
C 0.96 -1.44 -2.13  -0.431
H 1.47 -2.09 -1.40  0.206
C -1.41 -0.67 -2.63  -0.443
C 2.44 1.57 1.06  0.044
C 3.67 1.42 1.73  -0.289
H -3.23 -4.10 0.35  0.230
C 1.07 1.07 -2.81  -0.455
H 3.43 -1.98 2.33  0.227
H -3.21 -0.30 2.23  0.252
H -1.37 0.65 3.59  0.249
H -1.19 0.02 5.25  0.241
H -2.44 1.10 -3.23  0.225

Values from the calculation:
HOMO-LUMO gap (alpha / beta) in eV: 6.2 / 5.4
Multiplicity: 1

=====

2.
C5H11NO2 | ωB97M-V with the def2-TZVPD basis set

Last column: natural (NBO) charge in e.
Cartesian coordinates (Å):
C 0.40 -0.27 0.94  -0.451
H 1.18 -1.19 -2.23  0.343
H -0.17 -1.15 1.21  0.223
C -0.80 -0.59 -1.98  0.346
H 1.67 -0.29 2.68  0.209
C 1.00 0.40 2.17  -0.600
H 0.21 0.69 2.87  0.217
C -1.78 0.72 0.49  -0.436
H 0.70 0.24 -3.07  0.408
C -0.51 0.66 0.07  0.296
H -2.37 1.58 0.27  0.200
H 1.21 -0.58 0.27  0.167
O -1.16 -1.78 -1.52  -0.677
H -2.28 -0.15 0.89  0.202
N 0.42 -0.56 -2.53  -0.856
H -0.45 -2.46 -1.58  0.431
H 1.05 1.64 -0.49  0.468
O 0.11 1.81 -0.38  -0.691
H 1.58 1.28 1.91  0.202

Values from the calculation:
HOMO-LUMO gap in eV: 8.2
Multiplicity: 1

=====

3.
C32H26BF5N5O5RhS3 | ωB97M-V with the def2-TZVPD basis set

Last column: Mulliken spin population.
Cartesian coordinates (Å):
H -3.36 -0.99 -2.63  0.000
N 1.51 0.81 -0.03  0.144
H 2.91 7.87 -1.59  0.007
N 3.50 -4.14 -1.05  0.004
H -5.72 -1.70 3.00  0.000
C -4.68 -1.51 -1.00  0.001
C -6.23 -2.02 0.91  0.000
C -2.46 -1.78 0.55  0.012
H -6.34 0.11 1.30  0.000
H 3.11 5.38 -1.79  0.031
H 3.73 -5.07 -1.39  0.000
C 1.82 -0.60 5.01  -0.025
H -7.14 -2.78 -0.92  0.000
H 5.87 1.12 -3.88  0.000
H -7.99 -3.20 0.56  0.000
C 5.51 0.17 -4.24  0.001
C 1.93 -1.09 3.73  0.021
C 0.53 2.94 0.47  0.096
C 0.46 6.93 0.21  0.176
H -7.26 -2.49 2.73  0.000
O 0.01 7.90 2.46  0.248
N 1.26 7.78 -0.36  0.194
F 1.16 -0.95 7.26  0.002
C 4.78 -2.07 -3.78  -0.002
H -6.49 -4.03 0.14  0.000
H 2.99 -4.06 -0.18  -0.001
C 1.40 5.00 -0.51  0.108
H 5.45 -0.68 -2.28  -0.009
H 5.48 0.77 -6.29  0.000
H -5.55 -1.39 -1.62  0.000
H 0.02 1.09 1.41  0.006
H -3.73 -2.31 2.16  0.000
Rh 1.57 -1.08 0.60  1.360
C 2.25 2.76 -1.21  0.098
N 4.46 -3.13 -2.89  0.008
C 1.23 -1.39 6.00  0.026
C 5.30 -0.04 -5.59  0.001
O -1.81 6.57 1.49  0.069
C -3.69 -2.02 1.13  -0.005
H 2.90 3.17 -1.97  0.018
O -1.22 -1.82 1.10  0.102
C 1.40 3.60 -0.45  0.154
H -0.17 3.54 1.03  0.023
C 0.84 -3.12 4.36  0.037
S -0.88 7.65 1.34  0.028
C -6.92 -0.65 0.79  0.000
F 2.51 -0.31 2.77  0.015
S 1.75 -3.00 1.77  0.297
C -6.23 -2.43 2.38  0.000
H -5.77 -3.40 2.52  0.000
C -4.82 -1.87 0.34  0.000
N 0.44 5.66 0.22  0.245
C 0.64 1.60 0.67  0.107
O -1.32 8.78 0.57  0.163
C 0.71 -2.64 5.66  -0.010
C -2.33 -1.41 -0.80  -0.004
H 4.56 -4.05 -3.30  0.001
C 1.46 -2.36 3.36  0.010
C 5.26 -0.85 -3.33  0.018
F 0.34 -4.32 4.06  0.003
H -7.91 -0.69 1.23  0.000
H 4.73 -1.45 -7.10  0.000
S 3.39 -1.52 -1.10  0.155
C 3.81 -3.03 -1.72  0.002
B -0.33 -1.48 0.09  -0.076
C 2.23 7.19 -1.10  0.034
H -7.03 -0.35 -0.25  0.000
F 2.29 0.62 5.31  -0.001
C -3.45 -1.28 -1.59  0.000
C 4.61 -2.29 -5.14  0.002
C 4.87 -1.27 -6.04  0.000
C 2.26 1.41 -0.98  0.026
C 2.32 5.83 -1.22  0.095
C -7.01 -3.07 0.12  0.000
H 4.26 -3.25 -5.49  0.000
O -1.01 -1.24 -1.09  -0.021
F 0.10 -3.37 6.59  -0.001
H 2.91 0.77 -1.55  0.008

Values from the calculation:
HOMO-LUMO gap (alpha / beta) in eV: 5.3 / 5.5
Multiplicity: 5

=====

4.
C31H36BaN6O6Si2 | ωB97M-V with the def2-TZVPD basis set

Last column: Löwdin charge in e.
Cartesian coordinates (Å):
H -0.72 1.49 -1.07  -0.151
Ba 1.09 -0.02 -0.02  1.853
C 3.54 2.15 -1.36  -0.194
C 2.49 2.86 -3.81  -0.068
C 5.15 0.80 2.54  -0.043
H 0.60 -4.38 -3.79  0.046
H -1.20 3.76 2.18  0.023
N 0.80 -2.98 -0.19  0.087
H 5.85 1.24 1.86  0.080
C 5.58 0.40 3.80  -0.134
H 0.88 -3.04 2.43  0.075
N -1.09 -0.72 1.71  0.015
N 1.55 -0.22 2.66  -0.058
C 0.04 -5.75 -2.52  -0.521
H -4.62 1.69 0.66  0.014
O 0.23 -5.38 -3.75  0.096
H 0.70 -4.81 2.54  0.080
H -4.90 2.07 -2.22  0.013
C 0.71 -3.43 -1.48  -0.131
C -0.92 3.02 1.43  -0.185
H -2.17 4.88 -0.94  0.015
C -2.89 -1.83 3.48  -0.081
O 0.56 -0.05 4.77  -0.035
H -4.22 2.88 1.90  0.013
H -0.04 3.40 0.90  0.026
H -0.70 0.07 -3.76  0.013
H 5.45 2.69 -2.14  0.105
O -0.40 -6.85 -2.20  0.046
C -1.69 -1.32 3.93  -0.021
H -3.51 1.26 1.96  0.002
H -2.15 0.10 -4.77  0.019
H -4.64 1.57 -3.89  0.011
H -3.60 -2.26 4.18  0.096
C 1.71 2.41 -2.76  -0.134
O 5.30 2.29 0.17  -0.042
C 3.87 2.95 -3.60  -0.075
H -3.22 5.03 0.48  0.008
O 1.00 -3.03 -3.78  0.020
C 0.56 -0.28 3.55  -0.533
C -2.95 4.38 -0.36  -0.211
C -3.19 -1.78 2.12  -0.074
H -4.12 -2.15 1.74  0.098
N 2.22 2.07 -1.58  -0.005
H -1.29 1.61 -4.41  0.014
C -1.60 0.64 -3.99  -0.193
C -0.79 -0.78 3.01  -0.220
H -4.21 -1.05 -3.05  0.013
H -1.41 -1.31 4.98  0.107
O 1.29 -1.34 -2.34  -0.184
N 0.09 -5.05 -0.15  0.169
H -3.81 3.00 -3.25  0.013
H -3.82 4.27 -1.00  0.001
Si -2.35 2.67 0.23  0.327
C 0.31 -3.90 2.07  0.008
C -1.80 1.56 -1.06  -0.398
N 3.42 1.06 0.81  -0.068
C 4.39 2.61 -2.36  -0.018
H 2.63 -0.73 4.98  0.089
H -0.23 -5.95 0.15  0.161
H -0.73 -3.77 2.38  0.075
H 0.63 2.32 -2.85  0.090
C 1.03 -2.52 -2.63  -0.590
C 4.16 1.80 0.01  -0.510
C 3.82 0.66 2.11  -0.215
H 2.05 3.11 -4.76  0.096
H -2.45 -1.06 0.22  0.076
Si -2.69 0.89 -2.46  0.327
C -3.54 -0.80 -2.22  -0.211
C -4.15 1.99 -3.01  -0.210
C 0.28 -4.73 -1.48  -0.091
H -2.79 -1.60 -2.14  0.015
C 4.67 -0.16 4.68  -0.134
H 4.52 3.30 -4.39  0.096
H -0.62 2.11 1.97  0.001
C -3.81 2.07 1.29  -0.190
H 6.62 0.53 4.08  0.081
C 2.88 0.07 3.02  -0.223
H 4.97 -0.47 5.68  0.081
C -2.26 -1.19 1.27  -0.148
C 0.41 -3.96 0.59  -0.354
H -4.13 -0.81 -1.30  0.007
C 3.35 -0.30 4.29  -0.051

Values from the calculation:
Total charge: -2
HOMO-LUMO gap in eV: 5.8
Multiplicity: 1

=====

The records above give, respectively, largest force on an atom values of 2.0; 4.4; 2.2; 0.8 eV Å⁻¹.